Entry 1:
Formula: C4H8O2
Source: the Open Molecules 2025 dataset
Level of theory: ωB97M-V/def2-TZVPD

Molecular weight ... 88.11 g mol⁻¹
Gap between HOMO and LUMO ... 0.36491 Eh
SMILES string ... C[C@@]1(O)C[C@H]1O
Multiplicity ... 1
HOMO level ... -9.08 eV

Each line ends with the natural charge from an NBO analysis.
Cartesian coordinates (Å):
C (1.07, 0.54, -1.06)  -0.62
O (-1.11, 1.56, 0.67)  -0.70
C (0.09, -0.61, 1.10)  -0.49
H (0.81, -0.05, 1.69)  0.22
H (2.10, 0.18, -1.01)  0.21
O (-0.18, -1.49, -1.23)  -0.69
H (-0.63, -2.16, -0.70)  0.47
H (-0.12, -1.60, 1.49)  0.22
H (0.79, 0.64, -2.12)  0.23
H (1.01, 1.54, -0.61)  0.22
H (-1.98, -0.28, 0.29)  0.18
H (-0.51, 1.77, 1.40)  0.47
C (0.10, -0.39, -0.40)  0.22
C (-1.01, 0.18, 0.44)  0.06

---

Entry 2:
Formula: C30H23IN6OPbSe
Source: the Open Molecules 2025 dataset
Level of theory: ωB97M-V/def2-TZVPD

Molecular weight ... 896.62 g mol⁻¹
Gap between HOMO and LUMO (spin up / spin down) ... 0.18529 / 0.18525 Eh
Multiplicity ... 1
HOMO level (spin up / spin down) ... -6.20 / -6.20 eV

Each line ends with the natural charge from an NBO analysis.
Cartesian coordinates (Å):
Se (4.24, 16.16, 12.56)  0.69
H (13.59, 5.96, 16.89)  0.21
C (11.01, 16.58, 15.01)  0.05
C (9.70, 12.48, 9.40)  -0.15
C (7.94, 17.24, 11.53)  -0.28
H (10.02, 17.13, 11.19)  0.22
H (12.01, 16.94, 14.81)  0.20
O (12.35, 11.10, 13.83)  -0.81
C (8.93, 12.07, 7.21)  -0.17
C (12.32, 9.36, 15.53)  -0.06
N (11.03, 11.38, 15.69)  -0.43
C (9.34, 12.90, 10.69)  0.08
C (10.78, 10.80, 8.04)  -0.27
C (11.88, 10.67, 14.99)  0.59
C (13.43, 8.73, 14.98)  -0.19
H (9.13, 11.65, 17.02)  0.27
N (7.63, 14.18, 12.02)  -0.63
N (5.33, 14.61, 12.35)  -0.60
N (10.90, 15.22, 14.91)  -0.44
C (9.05, 16.63, 10.97)  -0.12
C (9.84, 14.65, 15.49)  0.13
H (9.27, 12.41, 12.78)  0.21
C (12.15, 7.55, 17.11)  -0.22
C (9.97, 17.42, 15.41)  -0.25
C (7.90, 13.90, 8.42)  -0.23
H (8.82, 13.27, 17.70)  0.23
C (8.86, 12.68, 16.79)  -0.68
N (5.61, 17.33, 12.00)  -0.54
H (13.89, 9.03, 14.05)  0.23
H (7.86, 12.73, 16.34)  0.23
C (9.81, 13.29, 15.77)  0.22
H (9.74, 10.49, 6.10)  0.22
H (8.05, 18.30, 11.78)  0.23
H (8.27, 12.20, 6.39)  0.21
C (6.69, 16.61, 11.89)  0.10
H (11.50, 10.01, 7.93)  0.22
C (8.80, 15.49, 16.04)  -0.21
C (9.73, 12.19, 11.88)  -0.82
H (14.91, 7.22, 15.22)  0.21
H (10.11, 18.52, 15.29)  0.23
H (10.93, 9.23, 17.14)  0.22
I (12.69, 11.92, 9.91)  0.17
C (13.96, 7.59, 15.57)  -0.21
C (9.10, 15.37, 10.23)  -0.28
C (8.47, 14.11, 10.84)  0.13
H (8.09, 17.52, 16.34)  0.23
H (10.17, 11.20, 11.79)  0.25
C (6.56, 15.06, 12.09)  0.34
H (7.07, 15.39, 9.74)  0.23
H (7.24, 14.15, 7.63)  0.22
C (8.84, 16.84, 15.92)  -0.17
C (10.76, 11.56, 9.15)  -0.12
H (10.10, 15.17, 9.71)  0.24
H (7.49, 13.26, 12.41)  0.41
C (13.29, 6.96, 16.61)  -0.20
C (11.78, 8.79, 16.69)  -0.19
N (10.76, 12.56, 15.16)  -0.30
Pb (11.68, 13.16, 13.04)  1.22
H (7.96, 15.06, 16.56)  0.22
H (11.49, 7.00, 17.79)  0.22
C (9.83, 11.07, 7.03)  -0.22
C (8.81, 12.85, 8.33)  -0.06
C (7.87, 14.74, 9.57)  -0.22

---

Entry 3:
Formula: H35O18
Source: the Open Molecules 2025 dataset
Level of theory: ωB97M-V/def2-TZVPD

Charge ... -1
Molecular weight ... 323.26 g mol⁻¹
Gap between HOMO and LUMO ... 0.33018 Eh
Multiplicity ... 1
HOMO level ... -6.89 eV

Each line ends with the natural charge from an NBO analysis.
Cartesian coordinates (Å):
H (-0.24, -2.22, -0.86)  0.46
H (4.33, 3.20, 1.61)  0.47
H (-2.46, -1.24, -1.66)  0.49
O (-3.19, -1.84, 0.82)  -0.99
H (-2.29, -1.97, 0.56)  0.49
H (-1.19, -4.23, 2.55)  0.46
H (1.63, 3.73, -4.43)  0.51
O (-0.52, 4.97, -2.41)  -0.94
H (-1.51, 3.13, 1.93)  0.46
O (1.08, -2.83, 0.76)  -0.97
H (2.86, -0.74, 1.48)  0.48
O (-2.87, 1.42, -3.36)  -0.91
H (-2.55, -3.24, 2.30)  0.52
H (-2.75, 2.42, 2.64)  0.48
H (1.21, 1.70, 0.14)  0.49
H (4.40, -4.04, 1.23)  0.47
H (1.84, 2.78, 0.78)  0.45
O (1.91, -0.36, 1.47)  -1.01
O (-3.12, -0.58, -1.49)  -0.95
O (1.55, 2.61, -0.09)  -0.96
H (0.04, -0.93, -1.36)  0.51
H (-2.14, 1.59, -2.96)  0.46
H (-3.56, -0.69, 2.48)  0.50
O (5.18, 2.90, 1.39)  -0.97
H (-0.28, -0.22, 0.37)  0.44
O (0.87, 3.26, -4.13)  -0.98
H (2.93, 1.00, -1.04)  0.49
O (-3.87, -0.07, 3.18)  -0.97
O (-1.58, -3.69, 2.01)  -0.98
H (-3.57, -1.28, 0.22)  0.50
H (0.23, -2.84, 1.27)  0.49
H (1.19, -4.67, 0.09)  0.50
H (-0.98, 5.22, -1.57)  0.48
O (-1.32, 2.11, -0.58)  -1.01
O (0.37, -5.22, -0.25)  -0.98
H (1.49, -0.10, 0.70)  0.50
O (3.74, 0.48, -1.02)  -0.95
H (-2.59, 0.02, -1.09)  0.47
O (0.12, 0.18, -0.35)  -1.16
H (-3.52, 1.97, -3.16)  0.45
H (3.68, -4.14, 2.62)  0.48
H (3.38, -0.33, -1.24)  0.46
H (-0.11, 4.25, -2.47)  0.46
H (-1.44, 2.51, 0.27)  0.42
H (-0.77, 1.30, -0.23)  0.49
O (-0.40, -1.85, -1.80)  -1.05
H (5.28, 2.48, 0.52)  0.49
H (-4.78, 0.24, 2.75)  0.46
O (-1.89, 2.91, 2.85)  -0.94
H (0.28, -5.03, -1.15)  0.46
H (1.66, -2.65, 1.53)  0.48
H (0.63, 2.84, -3.48)  0.47
O (3.60, -4.22, 1.65)  -0.95

---

Entry 4:
Formula: C9H14
Source: the Open Molecules 2025 dataset
Level of theory: ωB97M-V/def2-TZVPD

Molecular weight ... 122.21 g mol⁻¹
Gap between HOMO and LUMO ... 0.36837 Eh
SMILES string ... Cc1ccccc1.CC
Multiplicity ... 1
HOMO level ... -9.00 eV

Each line ends with the natural charge from an NBO analysis.
Cartesian coordinates (Å):
H (-2.36, -2.56, -2.81)  0.20
C (-3.18, -1.35, -1.10)  -0.62
C (0.08, 1.61, 1.83)  -0.20
C (3.63, 0.76, 0.74)  -0.63
H (-0.46, 2.06, 2.65)  0.21
C (1.43, 0.61, -0.29)  -0.20
C (0.05, 0.69, -0.35)  -0.21
H (-4.18, -1.75, -0.76)  0.21
H (3.97, 0.89, -0.28)  0.22
H (-3.46, -0.58, -1.79)  0.21
H (-1.18, -1.98, -1.72)  0.20
H (2.02, 0.44, -1.17)  0.20
H (3.99, -0.18, 1.24)  0.22
C (1.44, 1.42, 1.86)  -0.21
H (1.87, 1.79, 2.84)  0.21
H (-1.62, 0.82, 0.82)  0.20
H (4.12, 1.56, 1.23)  0.22
H (-2.19, -3.43, -1.37)  0.22
H (-2.72, -0.82, -0.22)  0.20
H (-0.52, 0.42, -1.27)  0.21
C (2.17, 0.90, 0.85)  -0.03
C (-2.26, -2.39, -1.68)  -0.63
C (-0.63, 1.07, 0.76)  -0.22

---

Entry 5:
Formula: C4H12
Source: the Open Molecules 2025 dataset
Level of theory: ωB97M-V/def2-TZVPD

Molecular weight ... 60.14 g mol⁻¹
Gap between HOMO and LUMO ... 0.44868 Eh
SMILES string ... CC.CC
Multiplicity ... 1
HOMO level ... -11.06 eV

Each line ends with the natural charge from an NBO analysis.
Cartesian coordinates (Å):
H (1.16, -0.81, 0.34)  0.21
H (0.52, 2.05, 0.37)  0.21
H (-0.40, -2.34, -1.28)  0.21
C (1.38, -1.67, -0.31)  -0.62
H (1.22, -2.49, 0.40)  0.21
C (0.46, -1.68, -1.49)  -0.64
H (-1.17, 2.49, 2.19)  0.21
H (2.45, -1.66, -0.53)  0.21
H (-1.97, 2.81, 0.63)  0.20
C (-1.46, 2.07, 1.24)  -0.61
H (-0.58, 0.81, -0.35)  0.21
H (0.01, -0.84, -2.03)  0.22
H (-2.35, 1.41, 1.40)  0.20
H (0.82, -2.27, -2.35)  0.21
H (0.24, 0.74, 1.23)  0.20
C (-0.33, 1.38, 0.52)  -0.62

---

Entry 6:
Formula: C5H5FLiO4Rb
Source: the Open Molecules 2025 dataset
Level of theory: ωB97M-V/def2-TZVPD

Charge ... +1
Molecular weight ... 240.50 g mol⁻¹
Gap between HOMO and LUMO (spin up / spin down) ... 0.22842 / 0.24550 Eh
Multiplicity ... 2
⟨S²⟩ ... 0.923
HOMO level (spin up / spin down) ... -10.28 / -10.77 eV

Each line ends with the natural charge from an NBO analysis.
Cartesian coordinates (Å):
O (-0.01, 1.73, -0.11)  -0.53
O (-1.77, 3.04, 0.37)  -0.56
C (1.46, -2.42, -1.75)  0.08
C (1.97, -1.36, -0.91)  -0.09
F (0.08, -2.51, -1.69)  -0.40
H (1.85, -2.69, -2.73)  0.17
H (2.45, -0.78, -1.73)  0.28
O (1.50, -1.58, 0.35)  -1.02
C (-0.61, 2.92, 0.10)  0.96
H (2.23, 0.24, -0.70)  0.10
C (1.46, 3.29, -0.61)  0.09
H (1.11, 1.48, -1.78)  0.22
O (0.27, 3.88, -0.22)  -0.44
H (2.19, 3.93, -1.08)  0.23
Li (2.36, -2.08, 1.82)  0.98
Rb (-1.45, -1.57, 0.61)  0.99
C (1.22, 1.92, -0.78)  -0.04